Formula: C31H57AlFN6O2
Source: the Open Molecules 2025 dataset
Level of theory: ωB97M-V with the def2-TZVPD basis set

CARTESIAN COORDINATES (ANGSTROEM)
C 2.4363 6.9940 1.2853
C 2.2333 5.7599 0.3917
C 1.5114 4.6099 1.1135
C 0.2395 4.1767 0.3543
C -0.6840 3.3654 1.2846
Al 0.7825 3.2209 -1.3737
C -0.4126 3.8815 -2.9099
C -1.8483 3.5832 -2.8283
O -2.6320 3.3739 -3.7547
F -2.3585 3.5307 -1.5658
C 0.7530 1.1584 -1.2321
C 2.1284 0.6051 -1.3149
O 2.9115 0.9861 -2.1827
N 2.6135 -0.4000 -0.4195
C 1.6113 -1.1879 0.2852
C 3.6594 0.1105 0.4530
H 2.4556 7.8935 0.6781
H 1.6451 7.0742 2.0198
H 3.3958 6.9388 1.7898
H 3.1877 5.4347 0.0004
H 1.6384 6.0547 -0.4645
H 2.1648 3.7416 1.1558
H 1.2301 4.9332 2.1148
H -0.3067 5.0838 0.0916
H -0.1333 2.9093 2.0979
H -1.2714 2.6076 0.7726
H -1.3860 4.0406 1.7728
H 2.2770 3.7068 -1.7301
H -0.3173 4.9657 -2.8865
H -0.0659 3.5548 -3.8810
H 0.1905 0.8493 -0.3577
H 0.2175 0.8000 -2.1102
H 2.1189 -1.7497 1.0641
H 0.8408 -0.5996 0.7756
H 1.1755 -1.9212 -0.3809
H 4.3457 0.6821 -0.1580
H 4.2290 -0.7206 0.8545
H 3.2886 0.7422 1.2577
C 1.9349 -1.2848 -4.4917
C 0.8963 -2.1606 -5.1815
C -0.4039 -2.2819 -4.3785
C -0.2230 -2.9650 -3.0989
N -0.0878 -3.5125 -2.0999
H 2.2474 -1.7061 -3.5353
H 2.8248 -1.1811 -5.1114
H 1.5425 -0.2851 -4.3026
H 1.3088 -3.1542 -5.3707
H 0.6501 -1.7296 -6.1538
H -1.1467 -2.8371 -4.9543
H -0.8204 -1.2905 -4.1920
C 2.1167 0.0739 3.7298
C 1.4389 0.0027 5.0905
C 0.0408 0.6249 5.0795
C 0.0530 2.0579 4.8013
N 0.0672 3.1795 4.5643
H 2.2978 1.1000 3.4046
H 3.0769 -0.4415 3.7625
H 1.5016 -0.4190 2.9775
H 2.0621 0.4896 5.8449
H 1.3454 -1.0472 5.3749
H -0.4483 0.4673 6.0430
H -0.5745 0.1292 4.3256
C -6.0138 3.8126 -7.7468
C -4.8579 3.7228 -6.7552
C -4.9843 4.7100 -5.5933
C -4.9284 6.0997 -6.0430
N -4.9007 7.1892 -6.4030
H -6.0544 4.7943 -8.2215
H -5.9019 3.0671 -8.5349
H -6.9702 3.6358 -7.2503
H -3.9139 3.8898 -7.2753
H -4.8153 2.7165 -6.3374
H -4.1772 4.5315 -4.8819
H -5.9221 4.5452 -5.0596
C 0.7097 -8.5492 -1.2655
C -0.5359 -7.9799 -0.5962
C -0.2462 -6.7207 0.2263
C 0.6371 -6.9964 1.3581
N 1.3280 -7.2125 2.2482
H 1.4483 -8.8631 -0.5266
H 0.4549 -9.4190 -1.8714
H 1.1747 -7.8083 -1.9176
H -0.9911 -8.7412 0.0405
H -1.2706 -7.7231 -1.3609
H -1.1788 -6.3059 0.6104
H 0.2013 -5.9536 -0.4091
C -0.6758 -3.7417 8.6420
C -1.0692 -4.7025 7.5256
C 0.1348 -5.2204 6.7323
C 0.8270 -4.1485 6.0215
N 1.3706 -3.3068 5.4637
H -0.1975 -2.8457 8.2440
H -1.5555 -3.4267 9.2026
H 0.0170 -4.2147 9.3403
H -1.7701 -4.2115 6.8489
H -1.5896 -5.5610 7.9535
H -0.1902 -5.9629 6.0024
H 0.8412 -5.7179 7.3986

spin multiplicity	1
frontier orbital gap	6.64	eV
charge	-1